No. 1
Molecular formula: C38H86BN2O28
Method: DFT, ωB97M-V/def2-TZVPD

Calculated values
Energy above the lowest of the compared OMol25 structures with the same formula, charge and spin   0.000 eV
HOMO-LUMO gap   9.21 eV
LUMO level   1.99 eV
HOMO   -7.221 eV

Structure (ORCA input):
```
! wB97M-V def2-TZVPD RIJCOSX def2/J DEFGRID3
* xyz -1 1
H 4.06 0.86 3.79
H -0.55 -7.85 -0.82
C 7.61 4.32 2.36
H -0.46 -2.71 -1.21
C -7.57 2.43 -0.50
H 8.27 5.06 1.90
H -5.66 1.12 2.10
H -1.56 -0.25 -7.16
H -8.09 3.36 -0.27
C -1.04 5.34 -6.77
C 4.48 3.40 0.97
H -0.50 3.65 -3.00
H -1.45 2.34 -3.72
H 1.13 2.98 2.45
H 3.54 2.95 1.30
O -5.40 1.57 -0.99
C -4.00 -0.65 1.46
O 2.52 -6.07 6.45
H -3.83 1.97 5.31
H -2.06 5.47 -4.93
C 3.14 4.63 -0.44
O 1.60 -4.52 -2.43
C -0.34 -3.28 -2.12
C -0.78 0.35 -1.11
H 3.71 -4.37 5.26
O 4.19 4.71 0.50
H 7.22 -1.19 4.04
H -7.42 0.77 4.00
O -5.68 1.47 4.64
H 0.68 -4.93 2.31
H -4.49 -0.74 0.49
H 0.69 1.88 3.72
C -6.26 2.64 -1.22
H 1.44 5.97 -8.37
H -2.54 1.06 -8.42
C 0.28 1.37 -0.64
H 1.15 3.51 4.20
H -3.56 -6.55 0.24
H 2.28 -1.78 5.83
C -5.88 0.16 2.58
H -3.27 -1.46 1.52
H 4.93 2.85 0.14
C -8.19 0.25 -1.22
N 1.12 -3.40 -2.39
H -3.85 0.44 4.46
H -2.28 3.86 -3.37
H 3.57 -1.66 1.55
H -5.80 3.57 -0.84
H -3.41 0.27 1.58
H -7.16 0.00 -1.49
H 3.23 -3.94 -0.34
H -2.93 2.57 -7.74
H -4.55 0.52 6.09
H 2.20 4.39 0.08
H -0.78 -2.72 -2.94
O 1.75 -2.38 -2.52
B -0.07 -0.21 1.00
O 0.15 4.77 -7.29
H 7.75 4.31 3.45
H -3.52 2.27 -1.46
C 4.35 -2.42 1.41
O 0.53 1.14 -4.98
C -0.72 -6.85 -1.26
H 3.99 -2.11 6.22
C 6.77 -0.46 3.34
O -2.06 -6.47 -1.15
H -1.09 6.39 -7.09
H -6.29 -0.51 4.55
H 0.90 4.52 -9.19
O -1.15 1.77 -7.05
H 2.74 -4.42 3.80
H 3.31 3.88 -1.22
H -8.82 -0.25 -1.95
C 3.29 -5.04 4.51
C -1.07 5.13 -5.27
C 1.36 2.71 3.49
H -0.29 5.72 -4.76
H -1.89 4.79 -7.19
H 5.67 -2.93 3.10
H -7.38 1.92 0.46
H 5.98 2.55 2.21
H 2.69 1.69 5.93
H 6.68 0.52 3.80
O -0.88 -4.57 0.92
H -2.61 -4.15 0.05
H 0.78 -0.23 -6.51
C -1.27 0.52 -6.44
H -2.04 0.57 -5.66
H 2.40 0.29 -4.66
C -4.28 1.58 -1.87
O -8.50 1.62 -1.21
H -2.04 -7.06 0.81
O -1.38 0.41 -2.14
C -1.32 3.42 -3.68
C -0.36 -0.75 3.20
H 2.86 -5.22 0.75
C 5.42 3.49 2.17
H -0.14 -6.31 1.68
C -2.05 2.00 -8.11
C 2.96 -4.13 0.70
H -0.88 -5.15 2.93
H -4.52 1.91 -2.88
O 0.89 -1.27 1.30
O 5.52 -0.89 2.87
H 2.98 5.61 -0.88
C 3.32 -1.48 5.63
H -0.43 -6.90 -2.31
O 0.59 1.06 0.60
C 0.56 5.31 -8.50
H -1.58 2.49 -8.95
O 6.31 4.58 1.94
O -0.96 3.76 -5.02
H 6.45 -2.35 1.72
H -6.71 -0.23 1.96
C -2.25 -4.91 0.74
H 1.19 -0.07 -3.40
H 2.54 0.23 3.32
H -0.73 -4.28 -2.03
H 8.00 3.35 1.99
C 2.61 0.74 5.38
O 1.54 -6.55 4.59
O -0.72 -0.81 4.33
H -0.18 -0.76 -5.12
N 2.32 -5.89 5.26
H 4.91 3.60 3.13
O 3.95 -3.75 1.63
C 2.99 1.03 3.93
O 3.53 -0.13 6.00
C -0.31 -5.28 2.01
O 2.73 2.33 3.50
C -6.39 0.42 3.98
H 4.68 -2.31 0.37
H -8.36 -0.16 -0.21
C 0.02 0.10 -5.78
H 1.87 1.61 -3.63
O -0.83 0.02 2.24
O -0.98 -0.52 -0.13
H 1.57 0.45 5.53
O 1.40 -2.47 3.13
H 3.57 -1.65 4.58
C 5.54 -2.16 2.32
C 0.75 -1.63 2.57
H -6.47 2.80 -2.29
H -0.21 5.86 -9.05
H -3.83 0.59 -1.88
H 7.52 -0.47 2.53
C -4.42 1.07 5.15
O -4.86 -0.80 2.58
H -0.01 -6.15 -0.80
H 4.05 -5.64 4.03
H 1.99 -3.66 0.87
H -2.83 -4.77 1.66
O 0.68 2.28 -1.29
C -2.50 -6.29 0.18
C 1.54 0.69 -4.10
*
```



No. 2
Molecular formula: C38H88BF6N5O12S2Zn
Method: DFT, ωB97M-V/def2-TZVPD

Calculated values
HOMO-LUMO gap   8.09 eV
LUMO level   0.27 eV
HOMO   -7.815 eV

Structure (ORCA input):
```
! wB97M-V def2-TZVPD RIJCOSX def2/J DEFGRID3
* xyz 0 1
H -16.10 -18.77 5.57
H -22.67 -23.88 12.04
H -21.76 -19.09 5.80
C -15.14 -18.54 6.02
C -21.84 -25.34 16.01
H -19.18 -12.95 7.98
N -15.53 -16.73 7.89
C -19.96 -24.00 14.92
H -20.55 -20.27 12.46
H -21.29 -25.96 16.72
H -18.92 -22.59 13.61
N -20.40 -22.83 15.76
H -20.78 -25.99 14.30
H -22.38 -15.65 11.85
H -18.50 -20.05 10.62
H -14.66 -17.65 4.11
O -27.54 -22.16 13.52
F -22.85 -16.32 14.42
H -21.89 -16.79 4.92
C -21.76 -21.66 17.46
F -23.31 -18.47 14.24
C -23.12 -23.02 11.53
H -17.34 -18.80 8.02
O -19.43 -21.83 15.89
H -19.83 -21.11 15.38
H -19.26 -23.12 18.17
O -22.84 -21.74 12.09
F -19.39 -12.96 14.19
H -16.96 -16.89 13.48
H -13.47 -18.14 9.15
S -20.82 -17.86 15.13
Zn -19.68 -17.64 12.19
N -25.23 -23.86 12.39
H -22.93 -22.72 13.99
O -22.11 -17.32 7.66
H -16.35 -13.83 6.22
H -22.89 -16.28 10.32
H -13.58 -19.63 8.02
H -18.33 -16.61 11.40
H -16.25 -16.20 4.95
H -16.22 -18.34 14.11
H -25.07 -23.27 13.19
H -26.84 -24.54 11.29
C -21.14 -16.47 5.65
H -20.06 -15.48 9.34
H -17.86 -20.37 13.60
H -24.83 -23.85 10.39
H -22.90 -19.37 11.48
B -19.09 -16.52 10.63
H -14.47 -19.40 5.98
C -15.17 -18.15 7.60
O -20.60 -19.19 14.54
C -27.48 -22.74 12.24
H -25.10 -22.26 10.94
C -19.61 -23.42 13.50
C -26.64 -24.01 12.22
H -22.28 -21.71 18.42
C -18.75 -24.74 15.58
C -23.16 -21.78 13.49
H -14.14 -14.34 8.16
H -16.72 -14.14 7.91
C -20.92 -19.73 10.62
H -28.72 -20.70 12.79
H -22.50 -21.15 14.09
C -22.14 -18.90 10.86
F -20.85 -13.98 12.92
H -28.47 -22.93 11.82
H -18.86 -12.23 9.56
H -22.75 -24.30 17.67
H -16.58 -16.38 9.37
H -22.55 -13.01 9.45
H -16.84 -20.19 12.15
C -14.00 -14.81 7.19
C -18.84 -20.38 11.60
H -22.63 -23.04 10.55
F -18.72 -14.33 12.71
H -26.95 -24.62 13.07
H -19.11 -25.52 16.25
H -13.48 -17.41 5.28
C -17.78 -19.90 12.62
C -13.77 -18.57 8.19
H -21.33 -20.73 10.56
C -21.12 -25.04 14.72
C -20.89 -18.90 6.43
H -21.06 -20.82 17.47
N -20.07 -19.66 11.81
H -21.99 -16.44 8.05
F -23.28 -17.48 16.19
O -20.85 -15.04 15.69
C -15.28 -16.16 5.44
C -21.54 -12.68 9.21
H -18.89 -21.47 11.56
H -21.23 -11.81 9.80
H -13.08 -15.39 7.16
H -20.03 -19.22 5.84
H -17.45 -15.14 6.65
C -24.63 -23.20 11.24
H -19.90 -16.04 11.15
H -22.57 -18.71 9.88
H -20.20 -17.24 7.51
H -21.54 -15.52 6.00
C -16.31 -19.11 8.21
C -22.78 -17.49 14.98
H -21.56 -12.33 8.18
H -20.09 -24.67 18.24
H -13.86 -14.00 6.47
C -15.34 -15.62 6.91
O -15.63 -16.37 9.23
H -23.72 -16.68 11.72
N -20.09 -16.83 13.91
O -17.89 -18.48 12.78
C -20.48 -13.67 9.46
C -16.54 -14.63 6.94
H -16.20 -20.12 7.82
H -20.17 -16.30 5.18
H -20.57 -23.36 19.10
H -24.17 -21.46 13.75
H -28.34 -20.67 14.56
C -22.70 -16.57 11.35
H -20.45 -23.00 12.95
O -21.75 -17.64 11.50
O -20.46 -17.67 16.53
H -18.21 -25.31 14.83
S -19.83 -15.56 14.80
H -22.70 -25.96 15.76
H -23.17 -23.64 16.20
H -19.38 -17.52 10.32
H -18.77 -15.93 9.79
H -13.02 -18.12 7.54
C -22.30 -24.05 16.71
O -18.45 -15.60 15.32
H -18.35 -13.93 9.28
C -14.56 -17.48 5.18
H -20.40 -19.34 9.74
C -21.11 -22.99 17.02
H -21.88 -24.72 14.01
C -19.70 -14.11 13.57
H -18.02 -24.08 16.06
O -20.69 -14.90 8.90
H -14.68 -15.44 4.88
H -16.32 -19.21 9.29
H -22.51 -21.28 16.76
H -27.12 -22.06 11.46
C -19.09 -13.16 9.05
C -16.66 -17.90 13.21
H -15.88 -17.97 12.45
C -20.23 -23.60 18.10
H -29.50 -21.87 13.88
C -21.02 -17.45 6.82
C -28.60 -21.29 13.70
H -19.05 -24.12 12.88
H -21.05 -19.61 7.23
H -20.38 -13.86 10.53
*
```



No. 3
Molecular formula: C38H89BrClN2O19P4S2
Method: DFT, ωB97M-V/def2-TZVPD

Calculated values
Energy above the lowest of the compared OMol25 structures with the same formula, charge and spin   0.000 eV
HOMO-LUMO gap   7.95 eV
LUMO level   -3.36 eV
HOMO   -11.308 eV

Structure (ORCA input):
```
! wB97M-V def2-TZVPD RIJCOSX def2/J DEFGRID3
* xyz 1 1
H 8.41 -0.08 4.13
H 3.50 3.82 8.55
H -6.86 -1.67 -6.72
H -8.69 0.40 0.24
O 7.63 -6.42 0.11
H -7.95 -6.94 -8.62
H -7.21 -2.35 -8.33
H -3.48 -2.64 -3.50
H -2.37 1.23 -1.09
C -1.13 5.49 -2.79
O -1.23 -1.18 -5.06
C -8.30 1.34 0.66
C -1.62 4.82 2.53
H 1.26 1.11 9.87
O 0.77 1.47 7.87
H -0.23 1.07 3.41
H 8.83 -5.51 2.21
C -0.18 4.56 9.15
H 7.48 -9.95 -0.89
H -3.81 7.41 -2.91
H 1.63 3.65 -1.70
O 5.98 -2.11 1.86
H 1.48 -0.25 8.76
H -6.12 4.34 0.41
H 5.75 -5.47 0.07
H 5.82 -5.63 -4.23
H 5.82 -7.01 0.97
O -1.52 -3.50 -5.05
C -0.08 1.32 -1.09
Cl 2.21 1.99 0.28
H -0.47 5.03 8.22
H -4.13 7.22 -0.48
H -4.25 2.53 -1.24
H 0.62 3.48 -3.16
C -6.75 1.24 0.82
C 6.36 -6.10 0.73
H -1.85 2.12 0.88
H -6.41 1.90 1.64
C -5.46 4.11 -0.43
H -8.55 2.20 0.04
H 6.44 -9.84 -2.33
H -4.73 -6.00 -5.93
H 3.62 -0.38 0.48
C 1.58 -0.49 -0.22
H -1.22 3.62 4.27
C -7.50 -5.98 -8.39
O 9.10 -7.04 -1.67
P 7.65 -6.75 -1.53
H 4.05 4.91 7.27
P -7.26 -4.83 -5.99
H -6.81 1.94 -1.28
O 2.04 4.44 7.16
O -6.55 -3.69 -6.92
H -7.62 -5.32 -9.26
O 7.57 -3.87 2.21
N 2.88 -2.30 0.71
C 9.17 -0.50 0.65
H -6.44 -6.12 -8.21
H -1.27 -0.79 2.91
C 0.33 1.49 2.56
H 9.24 -0.20 -0.39
H 0.97 5.78 -2.40
H 2.13 -0.34 -1.15
C -0.41 2.84 -1.28
O 0.81 3.55 8.97
H -8.35 -2.61 -7.00
C -6.07 1.60 -0.54
H 6.79 -0.41 3.49
C 8.91 -4.43 2.25
C -1.28 3.44 3.19
H -1.06 4.11 9.62
C -4.40 6.39 -1.14
C 0.61 3.68 -2.08
C 7.68 -0.86 3.92
H 2.64 1.08 8.75
O 0.05 3.28 6.48
H -4.37 2.49 0.54
H 0.85 3.43 3.24
C -2.00 6.58 -2.09
C -2.58 -2.30 -2.97
H 9.51 -4.09 1.41
C 0.81 0.84 0.10
H 5.26 -6.19 -2.64
H 6.56 -5.55 1.65
H -2.62 -0.13 -3.07
H -2.30 -3.00 -2.18
H -0.69 5.39 2.38
H 0.22 5.32 9.82
O 6.73 -8.09 -1.30
H -0.78 5.93 -3.73
H -2.06 4.70 1.53
H 9.49 0.32 1.29
C -1.53 1.08 0.81
H 3.05 5.53 8.60
C 1.59 0.82 8.87
P 7.46 -2.28 1.70
H -0.95 -1.42 -1.31
H -4.09 5.31 0.70
C 2.69 -0.84 0.83
H -8.73 1.54 1.65
H -1.70 4.59 -3.06
H -1.90 6.47 -1.00
H 9.83 -1.35 0.82
H -0.64 3.37 -0.35
H -5.99 4.29 -1.38
H -3.84 -0.87 -2.00
C 0.16 5.19 -1.96
N -0.11 0.77 1.28
H -5.47 6.47 -1.41
S -1.27 -2.34 -4.22
C -2.79 -0.90 -2.30
C 3.22 4.68 7.94
C -7.29 -2.52 -7.25
O -8.37 -4.30 -5.14
H -1.64 7.56 -2.43
C 5.87 -6.44 -3.51
S -0.33 -0.93 1.93
H 3.81 -2.55 1.05
H 1.38 1.28 2.78
H -3.32 4.50 -0.68
H -3.75 5.61 -3.09
H -4.12 -5.38 -4.39
H 9.39 -4.15 3.19
C -1.82 -0.79 -1.09
H 0.85 -2.56 -4.19
C 7.23 -9.34 -1.76
Br 0.25 0.66 -2.90
C -1.49 0.69 -0.71
O 7.79 -0.82 0.95
O 7.25 -6.67 -3.15
H -2.32 -1.24 -0.22
H -2.09 2.75 2.92
H 7.43 -1.37 4.85
H 2.93 -2.49 -0.29
P 1.15 3.05 7.46
H 2.42 -0.54 1.85
H -2.20 0.34 1.24
O -8.18 -5.40 -7.27
C -3.53 6.46 -2.42
H -6.47 0.22 1.10
H -1.34 2.87 -1.86
C -4.22 5.06 -0.36
O 0.16 -2.64 -3.51
H -5.61 0.67 -0.93
H 8.11 -9.24 -2.40
H -2.26 5.44 3.17
O -6.03 -4.74 -4.86
H 0.90 -1.33 -0.39
H 0.06 5.49 -0.90
H 5.47 -7.35 -3.97
C 0.08 3.01 2.57
C -4.94 2.66 -0.39
H 0.27 3.49 1.60
H -4.21 -4.30 -5.80
C -4.70 -5.13 -5.28
O 8.29 -1.80 3.03
*
```